No. 1
{
  "formula": "C33H29CrNP2S5Sb",
  "method": "ωB97M-V with the def2-TZVPD basis set",
  "species": ["Cr", "S", "Sb", "S", "S", "S", "C", "C", "P", "C", "C", "C", "C", "C", "C", "C", "C", "C", "C", "C", "C", "P", "C", "C", "C", "C", "C", "C", "C", "C", "C", "C", "C", "C", "H", "H", "H", "H", "H", "H", "H", "H", "H", "H", "H", "H", "H", "H", "H", "H", "H", "H", "H", "H", "H", "H", "H", "H", "S", "C", "N", "C", "C", "C", "C", "C", "C", "H", "H", "H", "H", "H"],
  "positions_angstrom": [[0.68354, 0.73487, 0.27509], [-0.36732, 3.39927, -2.33330], [-0.41739, 4.19314, -0.16750], [1.20386, 2.83064, 1.04904], [-1.57854, 1.00148, 0.97499], [-2.38767, 2.90920, 0.74344], [-0.42562, -3.35697, -0.25847], [-1.90051, -3.25838, 0.17953], [-2.11268, -1.40915, 0.14857], [-2.02164, -1.13547, -1.69548], [-1.49232, 0.02995, -2.25105], [-1.44122, 0.22321, -3.62930], [-1.92052, -0.75355, -4.48947], [-2.47360, -1.91573, -3.95851], [-2.53426, -2.09263, -2.58187], [-3.90702, -1.23886, 0.47553], [-4.35669, -1.60473, 1.74758], [-5.69283, -1.46734, 2.10019], [-6.60304, -0.95214, 1.18434], [-6.16375, -0.56659, -0.07500], [-4.82205, -0.70285, -0.42783], [0.57976, -1.85968, 0.38186], [2.22093, -2.68631, -0.01691], [2.55487, -2.69917, -1.37609], [3.67017, -3.38498, -1.83945], [4.48964, -4.06543, -0.94411], [4.19465, -4.03066, 0.41200], [3.06740, -3.34801, 0.87222], [0.50729, -2.14968, 2.21161], [0.60647, -1.07331, 3.10092], [0.62268, -1.27559, 4.47714], [0.53823, -2.56117, 4.99391], [0.43290, -3.64107, 4.12596], [0.42017, -3.43421, 2.75183], [-0.34307, -3.34253, -1.34398], [0.09196, -4.24329, 0.09546], [-1.97884, -3.55232, 1.22858], [-2.58942, -3.88151, -0.39170], [-1.15734, 0.84449, -1.63240], [-1.05132, 1.16707, -4.00020], [-1.88233, -0.60597, -5.56445], [-2.87546, -2.68097, -4.61573], [-2.99661, -2.99305, -2.19759], [-3.64281, -1.98592, 2.47463], [-6.02153, -1.75079, 3.09418], [-7.64525, -0.83258, 1.45940], [-6.86376, -0.14886, -0.79011], [-4.48876, -0.37266, -1.40465], [1.93045, -2.15224, -2.07892], [3.90163, -3.38808, -2.89803], [5.35528, -4.61357, -1.30182], [4.84177, -4.53914, 1.12013], [2.85716, -3.32956, 1.93602], [0.64995, -0.05652, 2.73773], [0.69528, -0.41988, 5.13941], [0.55619, -2.72251, 6.06600], [0.36615, -4.64964, 4.51707], [0.35487, -4.29608, 2.09702], [5.17215, 0.40709, 0.13523], [3.53830, 0.04878, 0.47609], [2.66203, 0.55751, -0.29982], [3.28178, 1.33660, -1.29526], [2.61844, 2.04696, -2.28684], [3.36551, 2.84446, -3.12589], [4.76344, 2.91239, -3.01047], [5.43303, 2.17068, -2.05881], [4.66619, 1.38523, -1.19948], [3.28224, -0.54156, 1.34971], [1.53540, 2.02431, -2.37373], [2.84475, 3.44962, -3.85702], [5.32657, 3.57052, -3.66346], [6.51134, 2.20951, -1.96826]],
  "forces_ev_per_angstrom": [[-0.63, 0.21, -0.18], [-0.14, 0.03, -0.17], [-0.16, -0.12, 0.31], [0.18, 0.53, 0.06], [-0.43, -0.01, 0.09], [0.43, 0.27, -0.01], [-0.26, 0.37, 0.10], [0.56, 0.11, -0.10], [-0.59, -0.16, -0.44], [-0.23, -0.08, -0.05], [-0.07, -0.18, -0.08], [-0.04, -0.07, -0.04], [0.01, -0.01, 0.06], [-0.01, 0.04, 0.07], [0.11, 0.00, -0.03], [-0.03, 0.04, 0.18], [-0.04, -0.04, -0.02], [0.09, -0.03, -0.04], [0.06, 0.03, -0.04], [0.14, -0.04, 0.00], [-0.10, 0.01, 0.08], [0.28, -0.94, 0.57], [-0.15, -0.08, -0.22], [0.06, 0.02, 0.05], [-0.04, 0.03, 0.09], [-0.04, 0.04, 0.04], [-0.09, 0.10, 0.00], [0.06, 0.02, -0.04], [0.09, 0.08, 0.07], [-0.01, -0.25, -0.02], [0.02, -0.05, -0.08], [0.01, 0.01, -0.05], [0.00, 0.06, -0.04], [-0.03, -0.04, 0.03], [0.05, 0.06, -0.08], [0.04, -0.13, 0.02], [-0.07, 0.03, 0.04], [0.14, -0.04, -0.13], [0.02, 0.19, 0.16], [0.00, -0.12, 0.07], [-0.01, -0.02, 0.08], [0.02, 0.05, 0.05], [0.00, -0.02, 0.00], [-0.07, 0.05, -0.04], [0.02, 0.01, -0.05], [0.05, -0.02, -0.02], [0.04, 0.00, 0.04], [-0.01, -0.03, 0.04], [0.02, -0.05, 0.00], [-0.02, 0.01, 0.03], [-0.06, 0.07, 0.03], [-0.07, 0.04, -0.04], [0.00, -0.04, -0.06], [-0.04, 0.19, -0.13], [-0.01, -0.06, -0.06], [-0.02, 0.01, -0.05], [-0.01, 0.02, -0.01], [0.00, 0.05, 0.05], [0.44, -0.04, 0.12], [0.39, -0.44, 0.84], [0.21, 0.53, -0.96], [-0.31, -0.16, 0.03], [0.00, -0.10, -0.11], [0.14, 0.02, 0.01], [-0.12, 0.04, -0.04], [0.00, -0.05, 0.01], [0.19, -0.01, 0.05], [0.05, 0.02, -0.14], [0.06, 0.09, 0.09], [0.03, -0.02, -0.01], [-0.04, -0.08, 0.00], [-0.04, 0.02, 0.01]],
  "e_homo_ev": [-3.48, -3.54],
  "e_tot_ha": -5288.2081,
  "relative_energy_kcal_mol": 45.20,
  "total_charge": -1,
  "multiplicity": 5,
  "lumo_ev": [2.14, 2.13],
  "gap_ev": [5.61, 5.67]
}

=====

No. 2
{
  "formula": "C5H13K2N2O9S",
  "method": "ωB97M-V with the def2-TZVPD basis set",
  "species": ["K", "K", "C", "O", "H", "H", "H", "C", "N", "O", "O", "H", "H", "H", "C", "N", "O", "O", "H", "H", "H", "C", "C", "O", "S", "O", "O", "O", "H", "H", "H", "H"],
  "positions_angstrom": [[5.83407, -17.75347, -16.45230], [8.09039, -19.97491, -16.69004], [5.48420, -20.90365, -16.50150], [6.15417, -19.66581, -16.28577], [4.95991, -20.99603, -17.45264], [6.15059, -21.75361, -16.35453], [4.65541, -20.93358, -15.79417], [2.88643, -21.65823, -13.57334], [3.05597, -20.25265, -14.15834], [4.13746, -20.01680, -14.74577], [2.17096, -19.46980, -13.88422], [3.07152, -21.73837, -12.50216], [3.41258, -22.36170, -14.21863], [1.82053, -21.84878, -13.69847], [7.24985, -23.49013, -16.39482], [8.31615, -23.35558, -17.42955], [8.81147, -24.33594, -17.92713], [8.57984, -22.16893, -17.83048], [6.51815, -22.75643, -16.73305], [7.75510, -23.20015, -15.47356], [6.90671, -24.50542, -16.19599], [4.78096, -25.30930, -13.73090], [6.03102, -25.44187, -14.54848], [6.46424, -24.06022, -14.66819], [5.13584, -23.00009, -14.85883], [4.57756, -23.10899, -16.17042], [5.41001, -21.65215, -14.33609], [4.27712, -23.95912, -13.79536], [4.82213, -25.41614, -12.64693], [4.03504, -26.00571, -14.11394], [5.80739, -25.77297, -15.56262], [6.80455, -26.08921, -14.13533]],
  "forces_ev_per_angstrom": [[-1.51, 5.97, -0.19], [5.46, -0.86, -0.91], [0.04, 2.33, -1.43], [-4.13, -5.26, 0.53], [0.55, 0.13, -0.94], [-0.58, 2.51, -0.32], [1.09, -0.42, -2.11], [-1.62, 0.31, -1.34], [1.61, -0.26, 1.31], [-5.03, 3.03, 2.48], [0.56, -0.02, -0.76], [0.65, 0.41, -0.32], [-1.49, 1.10, 0.97], [-0.01, 0.02, 0.00], [3.61, -0.18, -2.51], [0.37, 1.05, -2.42], [-0.13, 0.61, 0.57], [-0.34, -2.43, 1.08], [0.72, -1.75, -0.24], [0.63, 0.74, -1.01], [1.28, 0.43, -2.82], [-1.40, -0.48, 1.01], [-0.33, 1.27, -0.16], [-3.33, 0.20, 4.85], [0.92, -1.37, 3.38], [-0.56, -1.38, 1.10], [1.82, -6.53, 1.76], [0.70, 1.03, -1.60], [0.73, -0.59, -0.15], [-0.23, 0.21, 0.04], [-0.15, -0.28, -0.06], [0.07, 0.49, 0.20]],
  "e_homo_ev": -11.13,
  "e_tot_ha": -2582.2804,
  "total_charge": 1,
  "multiplicity": 1,
  "lumo_ev": -3.12,
  "gap_ev": 8.01
}